## one
Entry from the OMol25 dataset: 3 unconnected molecules or ions with the total composition CH7NO2 (ωB97M-V/def2-TZVPD).

Geometry as ORCA input:
```
! RIJCOSX wB97M-V def2-TZVPD def2/J DEFGRID3
* xyz 0 1
C 2.972 -0.655 0.203
N 2.685 -0.077 1.291
H 2.643 -0.235 -0.745
H 3.763 -1.399 0.098
H 3.071 -0.643 2.050
O -3.840 1.682 0.282
H -4.676 1.261 0.034
H -3.865 1.695 1.244
O -0.976 -0.611 -1.102
H -1.628 -0.624 -1.809
H -0.150 -0.394 -1.548
*
```

Values from the calculation:
- E_LUMO (Eh) = 0.034
- SMILES string = C=N.O.O
- HOMO-LUMO gap (eV) = 11.15
- molar mass (g/mol) = 65.072

Now the Mulliken charges, all in e: atom 1 (C): -0.238, atom 2 (N): -0.454, atom 3 (H): 0.228, atom 4 (H): 0.213, atom 5 (H): 0.253, atom 6 (O): -0.631, atom 7 (H): 0.315, atom 8 (H): 0.316, atom 9 (O): -0.619, atom 10 (H): 0.318, atom 11 (H): 0.299

---

## two
Entry from the OMol25 dataset: 3 unconnected molecules or ions with the total composition CH7NO2 (ωB97M-V/def2-TZVPD).

Geometry as ORCA input:
```
! RIJCOSX wB97M-V def2-TZVPD def2/J DEFGRID3
* xyz 0 1
C -1.756 -1.230 0.351
N -2.628 -0.714 -0.417
H -1.145 -2.089 0.055
H -1.648 -0.982 1.400
H -2.372 -0.955 -1.368
O -0.783 2.829 -1.913
H -1.150 2.112 -2.428
H -1.255 3.656 -1.878
O 4.375 -1.281 1.991
H 3.594 -0.745 1.836
H 4.762 -0.851 2.757
*
```

Values from the calculation:
- E_LUMO (Eh) = 0.026
- SMILES string = C=N.O.O
- HOMO-LUMO gap (eV) = 10.92
- molar mass (g/mol) = 65.072

Now the Mulliken charges, all in e: atom 1 (C): -0.218, atom 2 (N): -0.489, atom 3 (H): 0.207, atom 4 (H): 0.255, atom 5 (H): 0.249, atom 6 (O): -0.644, atom 7 (H): 0.321, atom 8 (H): 0.320, atom 9 (O): -0.637, atom 10 (H): 0.318, atom 11 (H): 0.319

---

Out of the structures above, which one is the least stable? Solution: two.